{"formula": "C40H49FMoN9S2Si", "method": "the ωB97M-V functional and the def2-TZVPD basis", "homo_energy_ev": [-14.53, -14.52], "charge": 3, "mol_weight_g_mol": 863.1, "species": ["Mo", "C", "C", "C", "C", "C", "C", "N", "C", "C", "C", "C", "C", "N", "C", "C", "C", "C", "C", "C", "N", "H", "H", "H", "H", "H", "H", "H", "H", "H", "H", "H", "H", "H", "H", "H", "C", "Si", "C", "C", "N", "C", "C", "C", "C", "C", "C", "F", "H", "H", "H", "H", "H", "H", "H", "H", "H", "H", "H", "H", "H", "C", "N", "C", "C", "N", "C", "S", "C", "C", "C", "C", "C", "N", "H", "H", "H", "H", "H", "H", "H", "H", "H", "C", "N", "C", "C", "S", "N", "C", "C", "H", "H", "H", "H", "H", "H", "H", "H", "H", "H", "H", "H"], "xyz": [[-1.612278, 0.585288, 0.299921], [-3.421883, 3.624428, 0.860905], [-3.827177, 2.446014, 1.688828], [-4.764799, 2.678578, 2.703888], [-5.219382, 1.657344, 3.494371], [-4.748278, 0.369720, 3.248710], [-3.833836, 0.183538, 2.248379], [-3.342382, 1.205859, 1.486720], [-3.336987, -1.162105, 1.885228], [-3.773495, -2.344760, 2.448801], [-3.282347, -3.542247, 1.954610], [-2.379727, -3.543161, 0.898891], [-1.966898, -2.336395, 0.383215], [-2.431216, -1.177258, 0.886648], [-1.106232, -2.180403, -0.814359], [-0.528305, -3.258288, -1.440915], [0.017540, -3.071654, -2.699053], [-0.117896, -1.833267, -3.288359], [-0.654461, -0.769583, -2.575313], [-0.946057, 0.495278, -3.353725], [-1.068875, -0.923055, -1.314363], [-4.320615, 4.061284, 0.421608], [-2.749995, 3.372620, 0.053854], [-2.970454, 4.384526, 1.501066], [-5.125586, 3.689001, 2.843694], [-5.938951, 1.840840, 4.281264], [-5.103565, -0.463979, 3.835479], [-4.498553, -2.341386, 3.248044], [-3.620465, -4.479693, 2.377173], [-2.025967, -4.474392, 0.483329], [-0.523671, -4.232657, -0.976116], [0.465970, -3.895735, -3.237428], [0.172497, -1.705561, -4.324649], [-1.568281, 0.178365, -4.194630], [0.608006, 0.261499, -4.667934], [-0.903299, 2.267168, -2.195052], [1.840767, 0.611826, 3.426455], [0.097462, 0.098088, 3.100241], [-1.046726, 0.261515, 4.558843], [0.119905, -1.652929, 2.475959], [-0.541826, 1.227634, 1.785170], [-0.273053, 2.609286, 2.003075], [-0.069299, 3.229294, 3.235924], [0.201648, 4.589725, 3.289408], [0.278524, 5.352986, 2.128152], [0.051136, 4.761709, 0.889040], [-0.229061, 3.423030, 0.894904], [-0.561801, 2.762823, -0.268576], [2.348113, -0.209882, 3.939316], [1.926520, 1.495953, 4.057806], [2.377883, 0.803345, 2.493872], [-0.483610, 0.516571, 5.460817], [-1.558386, -0.683594, 4.756739], [-1.803915, 1.035979, 4.414422], [0.875965, -2.178228, 3.067710], [0.436288, -1.755083, 1.434154], [-0.823009, -2.176293, 2.645648], [-0.132182, 2.663729, 4.156519], [0.356734, 5.058322, 4.251813], [0.499948, 6.409986, 2.184694], [0.070999, 5.321487, -0.037082], [-3.506760, 3.015174, -3.986412], [-2.128895, 2.544698, -3.815824], [-1.199619, 2.776038, -4.771688], [-0.006014, 2.170108, -4.872833], [0.312053, 0.996155, -4.022341], [-1.657888, 1.699122, -2.722798], [-2.991585, 1.312318, -1.535110], [1.472771, 1.176813, -3.089456], [2.728414, 1.368611, -3.617863], [3.766475, 1.463997, -2.699852], [3.482769, 1.357193, -1.346787], [2.168341, 1.172461, -0.953561], [1.163079, 1.088175, -1.824408], [-3.486944, 3.866699, -4.662921], [-3.916612, 3.344667, -3.036304], [-4.155812, 2.248281, -4.409275], [-1.443891, 3.530552, -5.510210], [0.721925, 2.395710, -5.632960], [2.906716, 1.433142, -4.683984], [4.781380, 1.607872, -3.045679], [4.266985, 1.413180, -0.605164], [1.904365, 1.080978, 0.092991], [3.270341, -3.721452, -2.848027], [3.745373, -3.884576, -1.483138], [4.413904, -5.168739, -1.243534], [3.345790, -3.072320, -0.487820], [1.967161, -2.065396, -0.650371], [4.094504, -3.077156, 0.633351], [5.529249, -3.370769, 0.638418], [3.602707, -2.585086, 1.909343], [4.060342, -4.044322, -3.524857], [3.026881, -2.680646, -3.039394], [2.384355, -4.337228, -3.030216], [3.872194, -5.936778, -1.795912], [4.379145, -5.428243, -0.190178], [5.448004, -5.167401, -1.586328], [5.922321, -3.373373, -0.373346], [5.756207, -4.321347, 1.121130], [6.031676, -2.579592, 1.195850], [2.528286, -2.441675, 1.860496], [4.083702, -1.636556, 2.163238], [3.845463, -3.312370, 2.685938]], "forces_ev_per_a": [[-0.110, 0.477, 0.402], [0.040, 0.002, 0.048], [-0.014, -0.111, 0.046], [0.003, 0.110, -0.042], [-0.030, -0.047, 0.057], [-0.110, 0.006, 0.119], [0.244, -0.195, -0.198], [-0.172, 0.133, -0.087], [-0.082, 0.222, 0.027], [-0.032, 0.017, 0.107], [0.065, -0.075, -0.090], [-0.098, -0.216, 0.120], [0.241, 0.127, -0.422], [-0.162, -0.264, 0.072], [-0.611, -0.195, 0.280], [-0.348, -0.117, -0.088], [-0.327, 0.034, -0.217], [-0.116, -0.082, -0.179], [-0.138, -0.055, 0.045], [-0.076, -0.178, -0.014], [0.125, 0.184, 0.082], [0.006, 0.009, 0.016], [0.034, -0.009, 0.006], [-0.003, -0.002, 0.006], [0.009, -0.007, -0.005], [0.004, -0.008, -0.010], [-0.012, 0.027, 0.000], [-0.004, -0.033, -0.011], [0.002, 0.011, -0.007], [-0.014, -0.003, 0.021], [0.004, 0.014, -0.010], [-0.131, 0.086, 0.039], [-0.015, -0.033, 0.007], [-0.046, -0.038, -0.020], [-0.050, 0.010, -0.013], [0.056, 0.083, 0.062], [0.183, 0.156, 0.028], [-0.045, -0.079, -0.095], [-0.098, 0.015, 0.129], [-0.141, -0.084, 0.054], [-0.156, -0.163, -0.746], [-0.042, -0.231, 0.196], [0.010, -0.019, 0.103], [0.003, 0.019, -0.082], [-0.008, -0.042, 0.020], [0.004, 0.078, 0.036], [-0.027, -0.024, -0.196], [0.005, -0.018, -0.076], [-0.002, 0.025, -0.004], [0.043, -0.023, -0.047], [0.029, -0.024, 0.031], [-0.040, -0.010, -0.015], [-0.007, 0.037, 0.008], [0.001, -0.038, 0.022], [-0.103, 0.057, 0.078], [-0.005, -0.005, 0.083], [0.111, 0.045, 0.019], [0.022, 0.044, -0.048], [0.000, 0.004, -0.019], [-0.003, -0.018, 0.001], [0.004, -0.003, 0.036], [0.109, -0.005, 0.045], [0.034, 0.003, -0.099], [-0.130, 0.037, 0.042], [0.010, 0.003, 0.049], [0.141, 0.158, -0.112], [-0.130, -0.054, -0.146], [0.451, 0.065, 0.095], [-0.220, -0.015, -0.177], [0.066, -0.044, -0.030], [0.033, -0.021, 0.038], [0.028, 0.081, -0.042], [0.090, 0.098, 0.045], [0.118, 0.062, 0.249], [-0.007, -0.011, -0.015], [0.016, 0.029, 0.002], [0.006, -0.044, 0.009], [0.000, -0.010, 0.012], [0.019, 0.011, 0.057], [-0.010, 0.019, 0.024], [-0.006, 0.016, 0.017], [0.008, 0.007, -0.017], [0.013, 0.013, 0.007], [0.060, -0.043, 0.112], [0.078, -0.082, -0.212], [-0.145, -0.036, -0.031], [0.127, 0.224, 0.264], [1.081, -0.071, 0.253], [0.009, -0.115, 0.087], [0.005, 0.096, -0.009], [-0.023, 0.056, -0.107], [-0.017, -0.002, -0.028], [0.019, 0.026, 0.002], [0.185, -0.042, -0.006], [-0.003, -0.011, -0.021], [-0.013, 0.016, -0.034], [0.004, 0.010, -0.003], [-0.005, 0.017, 0.030], [0.004, -0.002, 0.001], [-0.012, 0.005, 0.007], [0.156, -0.053, -0.032], [-0.027, 0.017, -0.001], [0.005, 0.008, 0.009]]}